Entry 1:
Density functional theory data (ωB97M-V with the def2-TZVPD basis set) for a cluster of 5 separate species, C38H71ClN5O15PS3 in total in a non-equilibrium geometry.

```
134
Properties=species:S:1:pos:R:3
H -5.16902 0.85353 -0.82070
N -4.38231 0.83756 -1.48845
C -3.37776 0.33315 -0.87075
C -3.50400 -0.12238 0.62223
C -2.05240 0.15929 -1.69945
C -0.81163 0.84425 -0.92870
S -0.17677 -0.40940 0.26627
O 0.02255 1.40653 -1.88334
C 1.25564 2.06373 -1.60847
C 1.58915 2.41129 -0.11898
C 0.52419 3.01775 0.84605
C -0.55002 4.03604 0.34892
C -0.13212 5.55055 0.65661
S -1.43038 6.50384 1.51770
O -1.30169 7.91738 1.16681
O -1.33473 6.36210 2.96876
Cl -3.30385 5.91963 0.80166
C 1.13100 3.45374 -2.40423
N 1.68149 4.63714 -1.72004
C 1.64897 5.75603 -2.73064
C 2.40673 1.14564 -2.30885
C 2.33398 1.05560 -3.85553
C 0.98111 0.75054 -4.59232
N 1.20614 0.06982 -5.90983
O 2.43393 -0.07628 -1.59688
C 3.12503 -1.22960 -1.96262
C 2.97543 -2.07836 -0.58231
O 3.95233 -3.08783 -0.37461
N 4.29245 -3.12252 0.96066
O 4.59266 -4.21338 1.28008
P 4.92780 -1.29176 -2.42932
O 5.22434 -2.65908 -2.95391
O 5.50954 -0.32139 -3.61316
O 5.99718 -1.15396 -1.15091
S 2.23740 -2.40122 -3.17305
C 0.39713 -2.29126 -2.95556
O 2.49155 -3.81179 -2.82747
O 2.66824 -2.22648 -4.55321
C 3.77634 1.87498 -1.92431
C 4.37744 2.97312 -2.66948
C 5.63035 3.56817 -2.21153
N 6.34101 3.20292 -1.12054
C 5.77227 2.20440 -0.39827
C 4.53708 1.50190 -0.71305
H -3.39170 -1.24353 0.62243
H -2.70469 0.33226 1.26100
H -4.52604 0.08230 1.02358
H -2.13123 0.59401 -2.72174
H -1.86948 -0.95082 -1.71428
H -1.35864 1.60586 -0.29903
H -0.85627 -1.59215 0.09029
H 2.50753 3.04113 0.02342
H 1.90560 1.42774 0.34796
H -0.03476 2.16432 1.32909
H 1.06315 3.49810 1.71224
H -0.90053 3.93621 -0.70200
H -1.47078 3.87519 0.98396
H -0.01385 6.04148 -0.34826
H 0.86524 5.62866 1.14993
H 0.03260 3.65311 -2.56218
H 1.56932 3.43701 -3.43502
H 2.65612 4.54413 -1.44015
H 2.67840 5.79028 -3.18831
H 0.84567 5.62020 -3.48891
H 1.53319 6.71320 -2.15803
H 2.69690 1.99502 -4.35851
H 3.05534 0.27575 -4.24659
H 0.52276 1.75114 -4.86573
H 0.19775 0.21105 -4.02263
H 0.27421 0.08487 -6.34451
H 1.76713 0.69266 -6.50405
H 1.95307 -2.53192 -0.61220
H 3.00207 -1.37461 0.29389
H 5.14389 0.58026 -3.65446
H 6.41039 -2.02448 -1.00545
H 0.23272 -1.27866 -2.51823
H -0.05120 -2.33453 -3.97908
H 0.04486 -3.12735 -2.30302
H 3.89455 3.38638 -3.57708
H 6.04946 4.39648 -2.83336
H 6.31432 1.85478 0.51422
H 4.13541 0.68531 -0.06727
C -0.41162 -0.24639 5.75022
C 0.67176 0.78281 5.48862
C 0.51164 1.03465 4.00008
O -0.87369 0.83542 3.69245
C -1.51550 0.21655 4.81656
H -0.72879 -0.29588 6.79200
H -0.06071 -1.23894 5.45202
H 0.45722 1.69798 6.04784
H 1.67306 0.44594 5.75819
H 1.09410 0.31694 3.41011
H 0.80893 2.04477 3.71121
H -2.15166 0.96776 5.29568
H -2.14703 -0.60428 4.47166
C 4.50465 -7.30846 -0.68838
C 4.47874 -6.40388 -1.90672
C 4.63336 -7.40089 -3.04006
O 4.02949 -8.62626 -2.59867
C 3.76751 -8.53639 -1.19400
H 4.04232 -6.86840 0.19571
H 5.53853 -7.56847 -0.44008
H 3.50976 -5.90471 -1.97791
H 5.25509 -5.63897 -1.90365
H 5.68928 -7.60345 -3.25103
H 4.15302 -7.06651 -3.96103
H 2.68466 -8.43213 -1.05983
H 4.09206 -9.45525 -0.70099
C -7.41690 1.89853 4.36475
C -6.95788 2.55092 3.07296
C -5.45529 2.33417 3.12801
O -5.24104 1.11289 3.84894
C -6.47037 0.71684 4.47133
H -8.46651 1.60399 4.36010
H -7.25748 2.58241 5.20337
H -7.38160 2.01722 2.21694
H -7.23335 3.60228 2.98902
H -4.95638 3.14037 3.67569
H -5.00494 2.25790 2.13590
H -6.85814 -0.15165 3.92666
H -6.28027 0.42260 5.50522
C -6.37929 -4.45830 2.45336
C -5.85973 -3.43248 3.44430
C -5.28014 -2.37363 2.52390
O -6.05508 -2.40391 1.31816
C -6.88008 -3.57648 1.32284
H -7.15342 -5.10955 2.85964
H -5.55487 -5.08540 2.10156
H -6.69305 -3.01452 4.01726
H -5.12886 -3.83121 4.14820
H -4.24101 -2.60085 2.26122
H -5.31778 -1.37334 2.95852
H -7.91428 -3.25944 1.49502
H -6.82474 -4.06770 0.34990
```

Results
E_LUMO = -0.5 eV
Charge = 0
Spin multiplicity = 1
HOMO = -8.75 eV
F_max = 6.09 eV/Å

Löwdin population analysis, charges in e, atoms 1 to 4: H 0.05; N 0.12; C -0.39; C -0.05



Entry 2:
Density functional theory data (ωB97M-V with the def2-TZVPD basis set) for a cluster of 6 separate species, C38H72BO6 in total in a non-equilibrium geometry.

```
117
Properties=species:S:1:pos:R:3
C 3.69809 -3.77391 3.18473
C 4.13504 -3.10699 1.81487
C 3.12394 -3.58258 0.68512
C 1.67495 -3.08136 1.11810
C 0.72332 -2.73775 -0.09141
B 0.21066 -1.18836 -0.25394
C 0.18037 -0.23197 1.05961
C -0.67481 -0.64780 2.30604
O -0.98483 -2.03970 2.45158
C 1.27717 -0.45969 -1.32210
C 2.77988 -0.47235 -0.84062
C 3.36273 1.01833 -0.94451
C 4.42643 1.15192 0.23929
C -1.21357 -1.21768 -1.13883
C -2.45343 -1.67852 -0.35473
C -3.34460 -0.61957 0.16256
C -4.51753 -0.92136 0.95889
C -4.83361 -2.30437 1.27686
C -3.99521 -3.38127 0.76065
C -2.82866 -3.04522 -0.03319
H 2.90298 -3.17024 3.70393
H 4.55781 -3.84367 3.91805
H 3.26217 -4.79686 3.05311
H 3.95289 -2.00241 1.94402
H 5.20576 -3.29448 1.55394
H 3.14834 -4.70090 0.63198
H 3.37432 -3.17637 -0.32476
H 1.82482 -2.27439 1.87524
H 1.21853 -3.94558 1.67495
H -0.12606 -3.48320 -0.06976
H 1.29599 -2.99771 -1.03721
H 1.22805 -0.01800 1.43235
H -0.20135 0.78414 0.72746
H -0.10661 -0.33930 3.23696
H -1.62827 -0.04605 2.31779
H -1.94623 -2.15828 2.54328
H 1.19197 -1.01530 -2.30101
H 0.92959 0.60638 -1.47556
H 3.42061 -1.14224 -1.48236
H 2.93596 -0.76577 0.22478
H 2.55516 1.75405 -0.68240
H 3.82894 1.21196 -1.94213
H 5.15678 0.29516 0.19053
H 4.97328 2.12576 0.18271
H 3.89014 1.06872 1.22225
H -1.09326 -1.83380 -2.07660
H -1.39215 -0.15445 -1.48027
H -3.10881 0.45050 -0.06376
H -5.14360 -0.07896 1.33614
H -5.70004 -2.59988 1.90835
H -4.18538 -4.45516 0.98497
H -2.17960 -3.87572 -0.40664
C -3.62182 5.13716 -2.13948
C -3.82437 4.00667 -3.13117
C -3.11045 2.85592 -2.44429
O -3.22959 3.08105 -1.03144
C -3.71534 4.40842 -0.80993
H -4.35040 5.94284 -2.23596
H -2.62170 5.56408 -2.26229
H -4.89162 3.78278 -3.22532
H -3.43178 4.21779 -4.12640
H -2.04534 2.84244 -2.69464
H -3.53852 1.88467 -2.69786
H -4.75550 4.33398 -0.47084
H -3.12709 4.88782 -0.02461
C -1.97896 -6.12350 1.93020
C -1.40595 -7.51864 1.75755
C 0.06095 -7.22482 1.49552
O 0.37249 -6.02072 2.19945
C -0.84663 -5.40601 2.64353
H -2.91667 -6.09883 2.48693
H -2.15109 -5.66997 0.95083
H -1.51377 -8.08249 2.68966
H -1.87567 -8.09170 0.95654
H 0.24775 -7.04998 0.42998
H 0.71777 -8.02887 1.83644
H -0.91451 -5.53918 3.72974
H -0.82011 -4.33680 2.42547
C 7.60405 -2.91857 6.97699
C 8.10140 -2.10621 5.79710
C 7.07366 -2.44161 4.73059
O 5.83922 -2.69829 5.41126
C 6.09752 -2.81417 6.81484
H 7.95502 -2.55248 7.94265
H 7.92052 -3.96056 6.87085
H 8.05753 -1.03953 6.03627
H 9.12180 -2.34596 5.49596
H 7.35039 -3.34879 4.18239
H 6.93377 -1.63131 4.01310
H 5.70735 -1.91479 7.30414
H 5.57062 -3.68323 7.21331
C 1.71303 2.52414 -5.10036
C 1.62925 1.07458 -5.53985
C 0.35359 0.61629 -4.85794
O -0.50526 1.76338 -4.76838
C 0.25014 2.93497 -5.08945
H 2.32551 3.14756 -5.75368
H 2.12435 2.58125 -4.08839
H 1.51299 1.02166 -6.62743
H 2.49904 0.47897 -5.26115
H 0.54991 0.26643 -3.84188
H -0.15359 -0.17881 -5.40858
H -0.07264 3.28350 -6.07816
H 0.03967 3.71896 -4.35833
C -6.33201 10.21298 -4.00284
C -6.97619 9.90270 -2.66500
C -6.65727 8.42736 -2.49867
O -5.41202 8.19543 -3.16866
C -5.08673 9.34495 -3.95915
H -6.10890 11.27026 -4.14910
H -6.98754 9.88627 -4.81547
H -6.48889 10.48202 -1.87531
H -8.04542 10.11373 -2.63157
H -7.41787 7.79961 -2.97519
H -6.56967 8.13241 -1.45134
H -4.25676 9.86596 -3.46951
H -4.76077 9.02710 -4.95104
```

Results
E_LUMO = 2.1 eV
Charge = -1
Spin multiplicity = 1
HOMO = -4.39 eV
F_max = 2.42 eV/Å

Löwdin population analysis, charges in e, atoms 1 to 4: C -0.12; C -0.25; C -0.21; C -0.21



Entry 3:
Density functional theory data (ωB97M-V with the def2-TZVPD basis set) for a structure of composition C38H72Br31F4O6Si2 in a non-equilibrium geometry.

```
153
Properties=species:S:1:pos:R:3
C -0.12393 -0.28360 0.64911
C 1.29249 0.27939 0.04178
O 1.66326 1.53217 0.39882
O 2.18400 -0.42400 -0.89746
C 1.57318 -0.48286 -2.25846
C 2.02517 -1.86885 -3.07811
Si 0.99177 -3.36282 -2.33031
F 1.06452 -4.73100 -3.45963
O -0.67053 -2.79159 -2.24952
Si -1.74078 -3.95743 -1.48544
Br -1.62338 -4.02727 0.79762
C -3.56246 -3.37669 -1.93738
C -3.72244 -1.73001 -1.75622
O -2.99805 -1.26712 -0.56138
C -3.13714 -0.87126 -3.03280
F -4.23015 0.02929 -3.55954
F -2.70058 -1.69381 -4.18514
F -2.05386 0.07821 -2.57773
C 1.79624 -3.74705 -0.61517
O 1.60933 -3.06002 0.51738
O 2.74802 -4.89891 -0.57509
H -0.40078 -1.28408 0.06792
H -0.97429 0.50681 0.38685
H -0.09898 -0.55309 1.78990
H 1.85143 0.46371 -2.91701
H 0.41061 -0.42181 -2.08547
H 1.65624 -1.74759 -4.20364
H 3.18246 -2.05772 -3.02334
H -1.58878 -5.32922 -1.96449
H -3.85389 -3.72383 -3.03090
H -4.29041 -3.91371 -1.17686
H -4.85774 -1.40394 -1.63533
H -3.47853 -1.71283 0.20971
Br 1.53118 2.93949 -1.09848
C 0.59642 4.51968 -0.44017
C -0.15130 5.21593 -1.55359
Br 1.06229 6.24326 -2.68342
H 1.34350 5.15403 0.04447
H -0.09952 4.14366 0.31515
H -0.85134 5.95115 -1.14698
H -0.69313 4.52858 -2.20904
Br 2.47129 1.81724 3.67770
C 3.95675 0.55361 3.64946
C 3.62556 -0.66077 2.81331
Br 2.43890 -1.87555 3.77294
H 4.19194 0.31372 4.68991
H 4.79200 1.10720 3.21116
H 4.52661 -1.24607 2.60969
H 3.13504 -0.41604 1.86719
Br 6.70114 3.24529 7.53069
C 6.20701 3.96720 5.78746
C 4.70568 4.03251 5.62845
Br 3.95849 2.26957 5.25635
H 6.69712 3.34527 5.03355
H 6.64126 4.97071 5.76239
H 4.43591 4.64365 4.76263
H 4.19149 4.41710 6.51352
Br 3.74047 -1.57416 -5.64764
C 3.35507 -0.07532 -6.83471
C 2.89317 1.13429 -6.05560
Br 1.03820 0.93941 -5.48478
H 2.62216 -0.42708 -7.56580
H 4.29977 0.13268 -7.34512
H 2.90343 2.02682 -6.68743
H 3.48583 1.32412 -5.15651
Br 7.57129 5.68163 2.57332
C 9.05675 4.41800 2.54507
C 8.72556 3.20362 1.70892
Br 7.53890 1.98884 2.66855
H 9.29194 4.17811 3.58552
H 9.89200 4.97159 2.10677
H 9.62661 2.61832 1.50530
H 8.23504 3.44835 0.76280
Br -6.26882 -4.81132 0.45403
C -7.20358 -3.23113 1.11234
C -7.95130 -2.53488 -0.00107
Br -6.73771 -1.50755 -1.13090
H -6.45650 -2.59678 1.59698
H -7.89952 -3.60715 1.86766
H -8.65134 -1.79966 0.40553
H -8.49313 -3.22224 -0.65653
Br 1.07769 5.05322 9.76109
C 2.56315 3.78959 9.73285
C 2.23196 2.57521 8.89670
Br 1.04530 1.36043 9.85633
H 2.79833 3.54970 10.77330
H 3.39840 4.34319 9.29455
H 3.13301 1.98992 8.69308
H 1.74144 2.81994 7.95058
Br 5.74008 0.26736 -2.63442
C 6.43937 0.20621 -0.81469
C 6.71955 -1.21496 -0.38422
Br 5.07119 -2.14995 0.07777
H 5.71442 0.71858 -0.17648
H 7.36447 0.78881 -0.84641
H 7.31994 -1.22972 0.52969
H 7.22026 -1.81075 -1.15232
Br -0.70169 3.91959 13.94780
C -1.37196 2.52197 12.76392
C -2.64670 1.91457 13.30212
Br -2.27635 0.67950 14.76574
H -0.56434 1.79593 12.63749
H -1.55680 3.02303 11.80946
H -3.13803 1.30795 12.53627
H -3.35487 2.65634 13.68150
Br 9.09148 -2.77408 -8.77204
C 7.16940 -2.59861 -8.49099
C 6.66402 -1.26370 -8.98711
Br 7.10974 0.16737 -7.73887
H 6.98584 -2.76411 -7.42596
H 6.72300 -3.41667 -9.06348
H 5.57188 -1.26154 -9.04313
H 7.07392 -0.97834 -9.95984
Br -9.53402 -7.47141 0.64476
C -8.68046 -9.22306 0.55928
C -7.18192 -9.09437 0.41304
Br -6.68971 -8.61991 -1.41379
H -9.15197 -9.76843 -0.26268
H -8.93504 -9.70931 1.50532
H -6.69257 -10.05460 0.59857
H -6.74504 -8.33621 1.06876
Br 2.50880 1.18963 -9.56550
C 0.58672 1.36509 -9.28446
C 0.08134 2.70001 -9.78058
Br 0.52707 4.13107 -8.53234
H 0.40316 1.19959 -8.21942
H 0.14032 0.54703 -9.85695
H -1.01080 2.70216 -9.83660
H 0.49124 2.98536 -10.75331
Br -0.14511 4.89105 2.82404
C -1.07986 6.47125 3.48234
C -1.82758 7.16750 2.36893
Br -0.61399 8.19483 1.23910
H -0.33279 7.10560 3.96698
H -1.77580 6.09523 4.23766
H -2.52762 7.90271 2.77553
H -2.36941 6.48014 1.71347
Br -8.18437 -5.97616 -4.20892
C -8.85464 -7.37378 -5.39280
C -10.12937 -7.98118 -4.85460
Br -9.75903 -9.21626 -3.39098
H -8.04702 -8.09983 -5.51923
H -9.03948 -6.87272 -6.34726
H -10.62071 -8.58781 -5.62045
H -10.83755 -7.23942 -4.47522
Br -7.39388 1.39303 1.70980
C -7.07466 2.86203 0.46710
C -6.17224 2.43280 -0.66645
Br -4.31085 2.34210 -0.09048
H -6.67210 3.69347 1.05194
H -8.06435 3.13471 0.08975
H -6.18468 3.17357 -1.47083
H -6.42760 1.45224 -1.07747
```

Results
E_LUMO = 1.3 eV
Charge = -1
Spin multiplicity = 1
HOMO = -4.58 eV
F_max = 13.88 eV/Å

Löwdin population analysis, charges in e, atoms 1 to 4: C -0.01; C -0.34; O -0.45; O -0.16